{"formula": "C37H44O3P2", "method": "ωB97M-V/def2-TZVPD", "elements": ["O", "P", "O", "O", "C", "P", "H", "H", "H", "H", "H", "H", "H", "H", "C", "C", "C", "C", "C", "C", "H", "H", "H", "H", "H", "H", "C", "C", "C", "C", "C", "C", "H", "H", "H", "H", "H", "H", "C", "C", "C", "C", "C", "C", "H", "H", "H", "H", "H", "H", "C", "C", "C", "C", "C", "C", "H", "H", "H", "H", "H", "H", "C", "C", "C", "C", "C", "C", "H", "H", "H", "H", "H", "H", "C", "C", "C", "C", "C", "C", "H", "H", "H", "H", "H", "H"], "positions_angstrom": [[3.01457, -4.23771, -1.92464], [2.30290, -3.01849, -1.52566], [2.90376, -1.70419, -2.22945], [2.44055, -2.79241, 0.05347], [0.55938, -3.02513, -1.97310], [-0.63710, -1.81278, -1.06124], [2.24077, -1.00284, -2.22816], [1.86957, -2.11088, 0.42570], [0.21720, -4.04869, -1.82616], [0.51138, -2.78453, -3.03547], [-1.36526, -1.58787, -2.25820], [-1.10529, -2.86207, -0.22007], [0.44779, -0.92642, -0.76070], [-1.52347, -0.89031, -0.36936], [4.14458, 2.39776, -1.02629], [3.23923, 1.39690, -0.70600], [1.89214, 1.56885, -0.98563], [1.44180, 2.73204, -1.58776], [2.34438, 3.73418, -1.91196], [3.69494, 3.56641, -1.62991], [5.19587, 2.26818, -0.80692], [3.57588, 0.48377, -0.23060], [1.18164, 0.79533, -0.72044], [0.38606, 2.84809, -1.79960], [1.99682, 4.64696, -2.37812], [4.39812, 4.35089, -1.87737], [-0.57033, 7.03295, 1.81107], [0.39568, 7.70095, 2.55021], [1.72853, 7.32719, 2.44959], [2.09600, 6.28799, 1.60621], [1.13100, 5.62021, 0.86528], [-0.20232, 5.99209, 0.97012], [-1.60988, 7.32393, 1.89089], [0.10960, 8.51380, 3.20497], [2.48102, 7.84623, 3.02911], [3.13585, 5.99725, 1.52508], [1.41888, 4.81154, 0.20812], [-0.95683, 5.47036, 0.39428], [-4.62067, -1.15278, 0.07423], [-4.55562, -1.87621, -1.10844], [-5.69123, -2.03727, -1.88962], [-6.89245, -1.46896, -1.49031], [-6.95759, -0.74310, -0.30937], [-5.82285, -0.58711, 0.47405], [-3.73459, -1.02695, 0.68282], [-3.61869, -2.31565, -1.42668], [-5.64041, -2.60548, -2.80957], [-7.77810, -1.59206, -2.09999], [-7.89419, -0.29855, 0.00099], [-5.87478, -0.02317, 1.39616], [1.67802, -8.94900, -0.62352], [1.98026, -7.62999, -0.93476], [3.13019, -7.03510, -0.43426], [3.98170, -7.77351, 0.37803], [3.68427, -9.09352, 0.68976], [2.53016, -9.68160, 0.19098], [0.77981, -9.40820, -1.01752], [1.32089, -7.05947, -1.57756], [3.34666, -6.00203, -0.68562], [4.88215, -7.31640, 0.76856], [4.35225, -9.66556, 1.32152], [2.29605, -10.71008, 0.43520], [1.35234, -0.41148, 2.98533], [1.78548, 0.84080, 2.57100], [2.66266, 1.56642, 3.36398], [3.10712, 1.03611, 4.56685], [2.67374, -0.21689, 4.97887], [1.79391, -0.94225, 4.18882], [0.66169, -0.97666, 2.36826], [1.43947, 1.25436, 1.63141], [2.99747, 2.54485, 3.04457], [3.79290, 1.60066, 5.18496], [3.02316, -0.62890, 5.91639], [1.45433, -1.91841, 4.50937], [-5.08165, 2.57831, -2.32938], [-4.92501, 3.70612, -1.53563], [-3.68961, 3.99367, -0.97287], [-2.60971, 3.15616, -1.21124], [-2.76538, 2.03032, -2.00769], [-4.00218, 1.73892, -2.56486], [-6.04655, 2.35222, -2.76389], [-5.76762, 4.36017, -1.35315], [-3.56972, 4.86873, -0.34681], [-1.64603, 3.37585, -0.76820], [-1.92143, 1.37606, -2.19221], [-4.12613, 0.85713, -3.18015]], "atomic_forces_ev_per_a": [[-0.02, 0.47, 0.11], [0.31, -0.94, -0.63], [-0.33, -0.08, 0.29], [-0.26, 0.04, -0.03], [0.08, 0.38, 0.41], [-0.29, -0.13, -0.14], [0.21, 0.37, -0.12], [0.11, 0.15, 0.14], [-0.10, -0.09, -0.05], [0.07, -0.12, -0.13], [0.05, -0.04, 0.03], [0.13, 0.03, 0.02], [-0.05, -0.13, 0.06], [0.04, 0.10, 0.06], [-0.06, 0.07, -0.05], [0.06, -0.11, 0.08], [0.00, -0.02, -0.02], [-0.09, -0.01, -0.10], [0.09, -0.01, -0.07], [-0.03, -0.02, 0.03], [0.01, 0.00, 0.00], [0.06, 0.01, 0.00], [0.02, 0.11, 0.03], [0.01, 0.08, -0.05], [0.00, 0.01, -0.01], [0.00, 0.00, -0.01], [-0.01, 0.00, -0.01], [0.00, 0.01, 0.01], [0.01, 0.00, 0.00], [0.01, 0.00, 0.01], [-0.03, 0.00, 0.04], [0.00, 0.00, 0.00], [0.00, 0.00, 0.00], [0.00, 0.00, 0.01], [0.00, 0.01, 0.00], [0.01, 0.00, 0.00], [0.00, 0.00, 0.04], [0.00, 0.00, -0.01], [0.01, 0.00, 0.01], [-0.01, 0.03, 0.01], [0.02, 0.00, -0.04], [-0.01, 0.02, -0.01], [0.00, 0.01, 0.00], [0.00, 0.01, 0.00], [0.01, 0.01, 0.00], [0.00, -0.03, 0.01], [0.00, 0.00, -0.01], [-0.01, -0.01, 0.00], [-0.01, 0.00, 0.01], [0.00, 0.01, 0.00], [-0.01, 0.01, -0.01], [-0.04, -0.01, -0.01], [0.03, 0.07, 0.05], [-0.01, 0.01, 0.01], [0.01, 0.01, 0.00], [0.00, -0.01, 0.00], [0.00, 0.00, 0.00], [0.01, 0.01, -0.01], [0.03, -0.18, 0.01], [0.01, 0.00, 0.00], [0.00, 0.00, 0.00], [0.00, -0.01, 0.00], [0.01, 0.00, -0.09], [-0.07, -0.02, -0.05], [0.02, 0.01, 0.01], [0.00, 0.00, -0.01], [0.00, 0.00, 0.01], [0.02, -0.03, 0.00], [-0.06, 0.00, 0.03], [0.00, 0.01, 0.08], [0.00, 0.01, -0.01], [0.00, 0.00, 0.01], [0.00, 0.00, 0.01], [0.01, -0.01, 0.00], [-0.01, 0.00, 0.00], [-0.01, -0.01, 0.01], [0.00, 0.01, 0.01], [0.05, -0.03, 0.03], [0.01, 0.00, 0.02], [0.00, -0.02, -0.02], [-0.01, -0.01, 0.00], [-0.01, 0.00, 0.00], [0.00, 0.01, 0.00], [0.00, 0.01, 0.02], [0.01, -0.01, 0.00], [-0.01, -0.01, 0.01]], "mulliken_charge": [-0.72, 1.08, -0.54, -0.45, -1.19, 0.75, 0.32, 0.31, 0.44, 0.45, 0.06, 0.09, -0.70, -0.10, -0.74, -0.27, 0.54, -0.58, -0.46, -0.41, 0.41, 0.49, 0.01, 0.33, 0.45, 0.39, -0.44, -0.42, -0.40, -0.61, 0.05, -0.21, 0.37, 0.36, 0.37, 0.40, 0.26, 0.30, -0.22, 0.03, -0.67, -0.35, -0.46, -0.50, 0.39, 0.25, 0.38, 0.38, 0.39, 0.39, -0.42, -0.34, -0.17, -0.53, -0.32, -0.39, 0.35, 0.35, 0.46, 0.36, 0.35, 0.35, -0.18, -0.38, -0.50, -0.44, -0.37, -0.64, 0.45, 0.43, 0.48, 0.38, 0.36, 0.38, -0.40, -0.53, -0.37, -0.09, -0.11, -0.54, 0.41, 0.37, 0.40, 0.22, 0.30, 0.36], "e_tot_ha": -2344.6958, "molar_mass_g_mol": 598.7, "orbital_gap_ev": 8.962, "smiles": "O=P(O)(O)C[PH4].c1ccccc1.c1ccccc1.c1ccccc1.c1ccccc1.c1ccccc1.c1ccccc1", "max_force_ha_per_bohr": 0.0229, "total_charge": 0}